Record 1
91
Properties=species:S:1:pos:R:3 method="wB97M-V/def2-TZVPD" charge=-1 e_homo_ha=-0.135 gap_ev=6.1531 lumo_ev=2.49
Br -2.4044 2.2483 -0.1508
As -0.7963 -0.2990 2.1690
As 0.5844 3.4371 -1.7053
As 0.6998 2.5012 1.6071
Ti -0.1562 0.6930 -0.3312
O -2.3084 0.7284 -3.9714
O -0.3018 0.7346 -2.2822
N -0.7334 -1.5753 -2.2156
N -1.1542 -1.1778 -0.8832
N 1.4096 0.0693 -0.1531
C 1.5314 0.2206 5.6789
C 2.4183 3.3763 1.2757
C -3.6033 -2.4683 1.4721
C 2.5345 -2.0509 -0.4113
C 0.4553 0.3821 3.5224
C 0.2186 5.2967 -1.1712
C -3.2971 -3.8976 1.7186
C -3.5629 -5.8702 3.1054
C -0.4976 3.4920 -3.3215
C -1.4441 0.1120 -4.8044
C -0.4582 -2.2041 2.4056
C -2.3639 -1.6826 -0.6152
C 3.3151 -0.4081 1.2967
C 3.6220 0.0936 -1.1387
C 0.2747 -1.1695 -6.5946
C -2.7429 -6.5982 2.2557
C -0.3344 4.0140 2.2715
C 1.9037 2.1452 4.2935
C -0.8919 -0.5688 -7.0486
C 2.7002 -0.5573 -0.1003
C 0.6905 -0.3054 4.7108
C -3.8353 -4.5362 2.8365
C 2.1361 1.4538 5.4721
C 1.0739 1.6127 3.3092
C 0.5716 -1.1222 -5.2385
C -1.7449 0.0717 -6.1638
C -0.2707 -0.4949 -4.3337
C 2.3320 3.7322 -2.5545
C -3.0825 -1.7121 0.5239
C 0.0291 -0.4851 -2.8519
C -2.4739 -4.6442 0.8714
C -2.4062 0.0896 3.2005
C -2.2023 -5.9760 1.1358
H 0.2144 -1.2642 4.8834
H -2.5256 -7.6388 2.4627
H -0.5916 4.6525 1.4297
H -0.8183 5.3358 -0.8347
H -4.3269 -2.0544 2.1792
H 3.1960 -0.0114 -2.1378
H 0.2178 4.5702 3.0296
H 0.9430 -1.6673 -7.2854
H 2.2800 4.5474 -3.2779
H -1.0713 -2.6386 3.1938
H 2.8982 3.7042 2.1963
H 1.8808 -2.5140 0.3303
H 1.7125 -0.3270 6.5959
H -2.9239 -2.0663 -1.4824
H 2.0687 -2.1923 -1.3869
H -1.1393 -0.5926 -8.1033
H -1.2630 3.6232 2.6843
H -1.5590 -6.5335 0.4655
H 2.2611 4.2432 0.6359
H -1.5431 3.3669 -3.0443
H -3.9919 -6.3417 3.9818
H 2.6294 2.8147 -3.0625
H -2.3030 1.0988 3.5994
H 1.0980 -0.6846 -2.7013
H -1.5850 -1.6983 -2.7651
H 4.6138 -0.3678 -1.1282
H 2.7887 1.8743 6.2276
H 0.5992 -2.3379 2.6349
H 1.4768 -1.5864 -4.8609
H 4.2918 -0.8983 1.3458
H -0.6857 -2.6909 1.4608
H 0.8643 5.6281 -0.3578
H 3.0650 2.6709 0.7570
H 3.0811 3.9663 -1.7971
H -0.2102 2.6692 -3.9717
H 0.3492 5.9665 -2.0223
H -4.4782 -3.9702 3.5025
H -1.8362 0.8775 -3.1148
H -0.3534 4.4458 -3.8320
H 3.7307 1.1607 -0.9307
H 3.4444 0.6449 1.5549
H -2.6541 0.5519 -6.5031
H -2.0406 -4.1585 0.0049
H 2.3778 3.1088 4.1475
H -3.2629 0.0516 2.5336
H 3.5025 -2.5616 -0.3971
H -2.5186 -0.6202 4.0204
H 2.6625 -0.8573 2.0484

---

Record 2
27
Properties=species:S:1:pos:R:3 method="wB97M-V/def2-TZVPD" charge=0 e_homo_ha=-0.318 smiles="CCN(CC)P1(=S)CC=CC1" gap_ev=9.4564 lumo_ev=0.81
S -1.9733 2.4504 0.5808
P -0.4032 1.3563 0.4341
N -0.6304 -0.4874 0.3024
C -1.9940 -0.9078 -1.8655
C 2.1054 1.9785 -0.0286
C 0.7615 1.9565 -0.7849
C 2.0330 1.9598 1.2955
C 0.5651 -1.2322 -0.1133
C 0.1535 -2.6367 0.4973
C 0.7728 1.3317 1.9052
C -1.8928 -0.7790 -0.3542
H 0.6073 3.0056 -0.9150
H -2.2501 -1.8487 0.0647
H 2.9925 2.1633 1.7844
H 1.4303 -0.8721 0.2423
H -0.5465 -3.2454 -0.0127
H 3.0706 2.2875 -0.3568
H 0.8664 1.4797 -1.7450
H -2.0085 0.0865 -2.3949
H -1.1970 -1.4060 -2.3228
H 0.8762 0.2852 2.2054
H 0.7994 -1.4315 -1.1238
H -2.5407 -0.1112 0.0511
H -0.1703 -2.5290 1.5639
H 0.3147 1.7281 2.7209
H -2.8530 -1.3933 -2.1688
H 1.1112 -3.1888 0.5383

---

Record 3
56
Properties=species:S:1:pos:R:3 method="wB97M-V/def2-TZVPD" charge=-2 e_homo_ha=-0.103 gap_ev=7.1315 lumo_ev=4.34
In -0.9673 -1.3558 0.2438
S 0.7159 -1.5061 3.3302
S 0.8419 -0.0469 -1.2149
S 1.1032 -2.9874 -0.5821
P -3.0456 -2.2368 -2.3635
P -4.2744 -1.4148 0.2842
O -3.0411 -3.7910 -2.7080
O 0.3324 -1.1771 4.6729
O -4.5665 0.0850 -0.0479
O -1.6512 2.8398 -2.2980
O -1.6992 -1.8548 -1.6902
O 0.6404 -2.8046 2.7288
O -3.5733 1.7246 -1.8862
O -3.3784 -1.4602 -3.5849
O -5.4936 -1.9604 0.9294
O -4.2324 -2.0773 -1.2288
O -2.9239 -1.5989 0.9849
N -1.3765 0.9957 1.1793
N 3.6712 -3.9765 -3.0107
N -0.8560 1.2314 -4.1110
N 3.8114 0.5557 -2.8625
N -0.3520 1.4791 3.2644
N 5.4185 1.6798 1.8127
N -0.1638 -0.6524 2.2144
C 2.3504 -0.8138 3.0482
C 2.7354 -1.6969 -2.2280
C 1.6175 -1.5834 -1.3608
C -2.0742 2.1302 1.2378
C 3.9944 -0.2355 1.4098
C 4.3961 0.8691 2.2301
C 3.3012 -2.9446 -2.6019
C -2.3241 1.1949 -3.9345
C -1.9886 3.0284 2.3488
C 3.8788 0.9868 3.5135
C -1.0256 2.6400 3.2673
C 3.0081 -1.0869 1.8274
C 3.3506 -0.5039 -2.6692
C -2.6405 1.9212 -2.6402
C -0.6030 0.6360 2.2437
C 2.8840 0.1303 3.9425
H -4.0658 0.4548 -0.8173
H 4.3550 1.7146 4.1847
H 5.9048 1.4241 0.9782
H 2.6715 -1.9720 1.2865
H -0.9553 2.7741 -3.0191
H -2.6876 0.1131 -3.9236
H -2.7290 2.3192 0.3778
H -2.5859 3.9329 2.4001
H -0.7476 3.1973 4.1436
H -2.7859 1.6684 -4.8140
H -0.3673 0.5532 -3.5059
H 2.4561 0.2237 4.9524
H -3.6250 -4.0293 -3.4868
H 5.5551 2.6012 2.1843
H -0.5926 0.9032 -5.0311
H 4.3993 -0.2403 0.3992

---

Record 4
17
Properties=species:S:1:pos:R:3 method="wB97M-V/def2-TZVPD" charge=0 e_homo_ha=-0.305 gap_ev=8.9685 lumo_ev=0.66
O -1.9140 -0.8782 -2.0114
O 0.2972 -1.2372 -2.0283
N 1.6738 0.2386 -0.7054
N -0.6352 -0.0116 -0.3550
N 2.7855 -0.1778 -0.4634
N 0.6469 0.0096 0.2364
C 0.7402 0.5870 1.5594
C -1.7973 0.4735 0.3555
C -0.8289 -0.7372 -1.4952
H 0.0979 0.0640 2.2667
H -2.6376 0.3895 -0.3302
H 1.7732 0.4775 1.8944
H 2.9179 -0.5552 0.5039
H -1.6721 1.5187 0.6349
H -2.0039 -0.1272 1.2438
H 0.0668 -1.6869 -2.8546
H 0.4895 1.6529 1.5486

---

Record 5
38
Properties=species:S:1:pos:R:3 method="wB97M-V/def2-TZVPD" charge=0 e_homo_ha=-0.226 gap_ev=3.5360 lumo_ev=-2.62
I -0.9847 -1.9768 -1.6701
I -0.7642 4.6162 -0.5941
I 0.0897 -1.1545 3.4716
I -0.8895 -3.7859 4.5260
Br 2.4129 4.1688 -2.0305
S -4.4295 3.1682 -0.1884
O 4.2770 1.5798 -2.7785
O 5.2121 0.7487 -0.8389
N -0.3099 1.5634 0.4359
C 0.4423 0.2875 0.5257
C -0.7718 -2.0825 0.5240
C 2.5372 -2.2911 -1.2353
C -0.1377 -1.0155 1.2943
C -1.3945 -3.4182 1.1887
C 0.2749 2.6880 -0.3237
C 1.8895 0.0853 -0.1244
C 1.7065 2.6135 -1.0244
C 2.7157 -1.3138 0.0335
C -1.6338 1.6577 1.1202
C 2.5827 1.2693 -0.9144
C 4.0401 1.2003 -1.5741
C -3.4840 1.6919 -0.8746
C 2.3236 -3.2489 -2.1010
C -2.8414 0.8896 0.3777
H -2.1942 -3.0912 1.9672
H -5.7720 2.7868 -0.0040
H -0.5450 -3.9943 1.6966
H -2.7019 1.9765 -1.6638
H -4.3053 0.9886 -1.3118
H -1.9934 2.7239 1.3438
H -2.6048 -0.1823 0.0427
H -3.6961 0.7944 1.1668
H 5.7600 0.1609 -1.4189
H -1.9191 -4.0720 0.3947
H -1.5156 1.1424 2.1620
H 3.8622 -1.1151 0.1112
H 2.3187 -4.2084 -2.7423
H 2.4433 -1.8510 1.0310

---

Record 6
12
Properties=species:S:1:pos:R:3 method="wB97M-V/def2-TZVPD" charge=0 e_homo_ha="-0.344 / -0.344" gap_ev="9.4376 / 9.4369" lumo_ev="0.07 / 0.07"
O 2.8968 0.0841 -0.5279
O 0.8681 1.5345 -0.2061
N 0.6901 -0.9382 0.5489
N 2.1973 0.4046 0.3220
C -0.3087 -0.1127 0.6029
C -1.6254 -0.3136 -0.0801
H 0.6542 -1.6186 -0.2101
H -1.5432 -0.9987 -0.9240
H -2.0429 0.6385 -0.4059
H -2.3292 -0.7621 0.6267
H 0.8722 1.4935 -1.1768
H -0.3293 0.5888 1.4304

---

Record 7
98
Properties=species:S:1:pos:R:3 method="wB97M-V/def2-TZVPD" charge=0 e_homo_ha="-0.224 / -0.226" spin_multiplicity=2 gap_ev="6.5397 / 6.5920" lumo_ev="0.45 / 0.45"
Hg -0.2852 1.2683 0.5222
Cl -0.7644 0.5207 -2.7915
O -1.1289 -0.9365 0.3752
O -2.4774 1.9171 0.7478
O -0.0430 1.6909 -3.5310
O -3.6275 2.6763 -1.0233
O -0.5977 -0.8093 -3.5784
O 1.8216 0.8135 -0.1201
N 1.9613 -0.5017 -0.4603
N 0.6859 2.6861 2.2640
N -3.6910 -1.7652 -0.1030
N 2.7595 0.0207 -2.5796
N 1.9100 -2.1081 -2.1148
N -0.2832 4.7334 1.8744
N 1.1343 3.5736 -1.8469
N 2.0196 4.5353 1.6300
N -3.7974 -2.4747 2.1172
N -1.3307 3.0390 -0.8150
N 0.8803 -0.2583 2.5243
N -2.6033 2.7658 -0.2683
N -2.3117 4.6100 -2.2665
N -0.0049 4.3395 -2.1711
N -1.9914 -1.2084 1.3774
C 2.0659 -0.9222 1.9814
C -3.1476 -1.7871 1.1216
C -0.1371 -1.1989 2.9933
C -0.4751 5.7368 0.8414
C -1.2515 3.9327 -1.7567
C -1.5664 -0.7377 2.6886
C 2.2990 5.9243 1.9300
C 2.4578 0.0015 -4.0063
C 1.7773 2.0034 2.9346
C 0.6548 -2.7667 -1.7830
C 1.8395 -1.5105 0.5998
C 2.7266 -2.7875 -3.1000
C -3.5037 -0.6560 -1.0354
C -3.1141 -3.3903 3.0030
C 1.2323 0.7226 3.5480
C -4.3954 -2.9172 -0.6318
C -5.2370 -2.3947 2.2533
C -1.4814 4.3635 2.6122
C 3.6689 1.0626 -2.1363
C 2.1909 -0.8411 -1.7235
C 3.0692 3.8229 0.9241
C 0.8173 3.9391 1.9236
H 0.3171 5.6809 0.0985
H -2.1493 3.7355 2.0207
H -3.5966 -4.3720 2.9647
H 2.3221 6.5467 1.0301
H -5.4986 -2.1424 3.2843
H -1.4204 5.5472 0.3295
H -0.0300 -1.3672 4.0744
H -1.9980 5.2809 2.9025
H 4.5454 1.0473 -2.7897
H 2.2144 1.0154 -4.3184
H 3.9812 0.8795 -1.1126
H 0.1615 -3.0606 -2.7090
H 2.8778 -0.1999 1.9355
H 3.4069 4.4284 0.0787
H 3.2029 2.0473 -2.1919
H 1.2099 3.5580 -0.8368
H 0.9588 2.6188 -2.1859
H 2.3904 -1.7342 2.6520
H -5.7235 -3.3421 1.9992
H 0.8468 -1.9596 0.5697
H -3.1863 4.1032 -2.1313
H -5.6229 -1.6153 1.6010
H -3.9524 -3.1906 -1.5915
H 2.6070 1.7483 2.2712
H 0.3271 0.9756 4.1046
H -3.1287 0.2153 -0.5104
H -0.5049 6.7467 1.2615
H -2.2694 -1.0840 3.4414
H -2.0785 -3.5039 2.6899
H -3.1305 -3.0500 4.0438
H 2.1881 2.6324 3.7339
H 3.3122 -0.3730 -4.5797
H 1.5669 -0.5951 -4.1882
H 3.9289 3.6230 1.5721
H 0.8369 -3.6487 -1.1584
H 3.2753 5.9960 2.4164
H -4.4791 -0.4053 -1.4575
H -4.3094 -3.7640 0.0452
H -1.1960 3.8128 3.5051
H 0.0170 -2.1633 2.5075
H -5.4537 -2.6958 -0.7948
H 1.5459 6.3160 2.6087
H -0.0156 -2.0807 -1.2723
H 0.0322 4.6474 -3.1299
H 2.2411 -2.8140 -4.0790
H -2.8214 -0.9378 -1.8375
H 3.6909 -2.2940 -3.1943
H -1.6097 0.3581 2.6778
H 1.9562 0.2993 4.2640
H 2.8929 -3.8157 -2.7698
H 2.5804 -2.2872 0.4001
H -2.1702 5.0654 -3.1528
H 2.6978 2.8764 0.5334

---

Record 8
17
Properties=species:S:1:pos:R:3 method="wB97M-V/def2-TZVPD" charge=0 e_homo_ha=-0.295 smiles="[H]/N=C1/CN1C.CO" gap_ev=8.8553 lumo_ev=0.83
O 0.9701 -0.6993 -1.4632
N -1.4612 0.9195 -1.3404
N -0.2228 0.6664 1.1255
C -1.2015 0.4932 -0.2261
C 0.9626 1.4534 1.0955
C -1.5624 0.2230 1.2074
C 0.6808 -1.8942 -0.7530
H 0.0550 -1.6423 0.2211
H 1.6130 -2.3362 -0.3914
H 0.3028 -2.6257 -1.4762
H -1.6490 -0.8261 1.4785
H -0.7179 1.1196 -2.0072
H 0.6253 -0.7897 -2.3611
H 1.8348 0.7937 1.0604
H 1.0154 2.0832 1.9878
H -2.2648 0.9448 1.6193
H 1.0197 2.1165 0.2233